C37H44Cl5Ge3MnN2O7SSe | the ωB97M-V functional and the def2-TZVPD basis

ΔE to the lowest compared entry with this formula, charge and spin	1.001	eV
2S+1	6
net charge	+1

Last column: Löwdin charge in e.
Cartesian coordinates (Å):
Mn (1.023193, -1.439055, 0.378242)  0.711
Cl (1.956535, -5.311017, 1.445606)  0.674
C (1.952004, -3.926028, 2.500404)  -0.685
C (1.263092, -2.783542, 2.108591)  -0.252
C (1.265623, -1.792863, 3.069145)  -0.659
Cl (0.284635, -0.350089, 2.656022)  0.735
C (1.934343, -1.798856, 4.281838)  -0.703
Cl (1.914568, -0.442156, 5.338089)  0.707
C (2.641449, -2.953584, 4.603267)  -0.699
Cl (3.513154, -3.038667, 6.073772)  0.717
C (2.625230, -4.037599, 3.716589)  -0.700
Cl (3.450966, -5.478275, 4.144050)  0.707
O (-0.617695, 0.145337, -3.231287)  0.075
C (0.158484, -0.149910, -2.346377)  -0.618
O (-0.053510, -0.976983, -1.367278)  -0.219
C (1.570862, 0.422017, -2.299307)  -0.095
C (2.410176, 0.716807, -3.367763)  0.087
C (3.718528, 1.072861, -3.082839)  -0.089
C (4.273776, 1.084414, -1.805842)  0.112
C (3.403993, 0.778941, -0.782410)  -0.123
C (2.071451, 0.546952, -1.025784)  -0.035
N (3.860915, 0.491161, 0.577855)  -0.297
O (4.868209, 0.999149, 0.987085)  0.157
O (3.179389, -0.331768, 1.199057)  0.026
N (4.621311, 1.388747, -4.217395)  -0.347
O (5.703083, 1.857890, -3.942537)  0.106
O (4.208808, 1.156311, -5.331366)  0.103
H (2.070135, 0.651417, -4.392156)  0.147
H (5.324552, 1.279775, -1.650676)  0.144
H (1.335795, 0.574004, -0.230154)  0.091
C (-1.672449, 0.879849, 5.206321)  -0.261
Ge (-2.843113, 1.777114, 3.923193)  0.721
C (-4.339016, 0.580107, 3.501640)  -0.238
C (-3.458520, 3.414238, 4.808455)  -0.231
Ge (-1.822983, 2.428656, 1.793422)  0.907
C (0.051048, 2.921972, 1.766495)  -0.324
C (0.751897, 3.121653, 0.576757)  -0.120
C (2.085872, 3.503424, 0.596302)  -0.080
C (2.738615, 3.686080, 1.808665)  -0.063
C (2.053155, 3.492688, 2.999331)  -0.056
C (0.718987, 3.113312, 2.974654)  -0.123
C (-2.957281, 3.678482, 0.805722)  -0.319
C (-4.228302, 4.012558, 1.271346)  -0.134
C (-5.023225, 4.927956, 0.597144)  -0.067
C (-4.556382, 5.525022, -0.565326)  -0.064
C (-3.295290, 5.202790, -1.048040)  -0.064
C (-2.501953, 4.293989, -0.362264)  -0.100
H (-2.201215, 0.888678, 6.161283)  0.033
H (-0.719626, 1.387598, 5.342100)  -0.004
H (-1.473366, -0.153630, 4.931775)  -0.002
H (-4.853839, 0.330672, 4.430563)  0.033
H (-3.971128, -0.347739, 3.061513)  0.014
H (-5.070896, 1.032415, 2.831270)  0.009
H (-3.908764, 3.116815, 5.757040)  0.030
H (-4.193227, 3.985708, 4.246655)  0.007
H (-2.613369, 4.066977, 5.028847)  0.027
H (0.266796, 2.970281, -0.381573)  0.095
H (2.616313, 3.662204, -0.334898)  0.113
H (3.780435, 3.978841, 1.823710)  0.115
H (2.560074, 3.629934, 3.945171)  0.115
H (0.205123, 2.954001, 3.916244)  0.084
H (-4.627090, 3.541086, 2.162830)  0.073
H (-6.004661, 5.176665, 0.979283)  0.111
H (-5.172299, 6.240822, -1.093512)  0.112
H (-2.925410, 5.664849, -1.953857)  0.112
H (-1.519713, 4.071099, -0.759983)  0.089
C (2.720029, -3.286782, -6.207854)  -0.211
Ge (2.801905, -4.056547, -4.416430)  0.751
C (4.650811, -4.274509, -3.828137)  -0.213
C (1.852204, -5.759685, -4.320436)  -0.219
C (1.950157, -2.766042, -3.181646)  -0.557
Se (1.957177, -3.377834, -1.330062)  0.903
C (0.205621, -4.217786, -1.356734)  -0.359
H (3.208651, -3.949491, -6.922671)  0.024
H (3.230189, -2.323377, -6.240016)  0.017
H (1.688256, -3.144574, -6.529955)  0.023
H (5.068408, -5.202947, -4.217493)  0.025
H (4.708453, -4.314171, -2.739567)  0.007
H (5.270348, -3.449794, -4.182236)  0.021
H (2.274824, -6.453942, -5.047388)  0.025
H (0.792022, -5.641346, -4.546774)  0.023
H (1.958619, -6.209855, -3.332513)  0.017
H (0.915511, -2.534686, -3.438041)  0.030
H (2.513847, -1.832703, -3.203295)  0.000
H (0.254310, -5.111055, -1.973723)  0.020
H (-0.512135, -3.506974, -1.760954)  0.019
H (-0.045874, -4.488235, -0.335203)  -0.003
O (-1.778478, 0.939896, 0.585109)  -0.637
S (-2.617646, 0.579840, -0.689979)  1.107
C (-2.870683, -1.214912, -0.559334)  -0.279
C (-4.336476, -1.464277, -0.217580)  -0.201
C (-5.111904, -0.289879, -0.804930)  -0.208
C (-4.356862, 0.952945, -0.348448)  -0.294
H (-2.147976, -1.568578, 0.174682)  0.091
H (-2.576138, -1.598049, -1.535677)  0.095
H (-4.476133, -1.502552, 0.863958)  0.110
H (-4.661854, -2.418265, -0.629674)  0.125
H (-6.145141, -0.246719, -0.463010)  0.127
H (-5.128932, -0.348846, -1.895798)  0.126
H (-4.441872, 1.089965, 0.730125)  0.069
H (-4.621444, 1.879244, -0.853049)  0.100

Atoms 1-3, force components in eV/Å:
0.150 -1.049 -0.543
0.052 0.041 -0.002
-0.050 -0.155 -0.132



C37H44CsN6O2PS3Sb2Se4 | the ωB97M-V functional and the def2-TZVPD basis

ΔE to the lowest compared entry with this formula, charge and spin	0.758	eV
2S+1	1
net charge	-2

Last column: Löwdin charge in e.
Cartesian coordinates (Å):
Cs (0.321156, 1.973992, -1.170105)  0.750
Se (3.610339, -0.028324, -4.569086)  -0.210
Sb (1.176187, -0.126976, -4.386268)  -0.254
Se (0.665640, -1.031796, -1.961518)  -0.102
Se (0.065952, 2.101781, -4.500675)  -0.214
Se (0.230439, -1.683314, -6.015694)  -0.228
N (3.868743, -0.392141, -0.767929)  0.093
C (4.363645, 0.753715, -1.289589)  -0.745
N (3.684636, 1.819799, -1.551759)  0.053
C (4.470708, 2.814717, -2.079610)  -0.379
C (5.797814, 2.536932, -2.145780)  -0.380
S (6.098518, 0.935776, -1.578160)  0.970
C (3.818563, 4.014309, -2.594307)  -0.352
C (4.426852, 5.111534, -3.117745)  -0.376
S (3.247788, 6.221915, -3.727629)  0.975
C (1.984606, 5.088061, -3.204667)  -0.723
N (2.444642, 4.046415, -2.617950)  0.076
N (0.661973, 5.388459, -3.363999)  0.085
H (2.866994, -0.519390, -0.930869)  -0.044
H (4.394644, -1.224861, -0.974380)  0.087
H (6.602342, 3.138383, -2.535193)  0.059
H (5.477328, 5.320202, -3.231794)  0.060
H (0.459644, 6.016349, -4.124761)  0.083
H (0.089908, 4.543771, -3.408458)  -0.002
S (-1.688978, -0.286034, 0.836079)  -0.130
Sb (-2.021066, -1.292828, -1.178802)  0.916
C (-2.670762, -0.078636, -2.807575)  -0.380
C (-2.577210, -0.505693, -4.121918)  -0.188
C (-3.182004, 0.227040, -5.133262)  -0.099
C (-3.882730, 1.382691, -4.828869)  -0.107
C (-3.978282, 1.809963, -3.511167)  -0.104
C (-3.379356, 1.076183, -2.498689)  -0.146
C (-1.537997, -3.357594, -1.556434)  -0.386
C (-1.288615, -3.848910, -2.830808)  -0.134
C (-1.012854, -5.196911, -3.010089)  -0.082
C (-0.962328, -6.053969, -1.919002)  -0.113
C (-1.194546, -5.559221, -0.643626)  -0.111
C (-1.489897, -4.214555, -0.464810)  -0.132
C (-4.099333, -1.945367, -0.954320)  -0.325
C (-4.800791, -1.826231, 0.239076)  -0.145
C (-6.097886, -2.313736, 0.357910)  -0.117
C (-6.710399, -2.928472, -0.724059)  -0.128
C (-6.022011, -3.045612, -1.925178)  -0.106
C (-4.727602, -2.558370, -2.036099)  -0.119
H (-2.008909, -1.385405, -4.390774)  0.003
H (-3.079803, -0.109829, -6.156973)  0.101
H (-4.345075, 1.960647, -5.620721)  0.092
H (-4.525905, 2.714714, -3.271200)  0.092
H (-3.474519, 1.394981, -1.464054)  0.091
H (-1.258912, -3.194489, -3.694178)  0.046
H (-0.818286, -5.565032, -4.010164)  0.102
H (-0.730620, -7.103454, -2.060353)  0.088
H (-1.141475, -6.221801, 0.213667)  0.088
H (-1.681941, -3.826143, 0.531780)  0.088
H (-4.317462, -1.338374, 1.080074)  0.042
H (-6.630102, -2.215036, 1.298600)  0.087
H (-7.719424, -3.315462, -0.634067)  0.085
H (-6.495028, -3.521006, -2.777651)  0.091
H (-4.202970, -2.656077, -2.981604)  0.096
C (1.433474, -5.319163, 5.622109)  -0.074
C (0.436600, -4.211575, 5.949008)  -0.217
N (0.592689, -3.060311, 5.073722)  -0.059
C (-0.372080, -2.916868, 3.979440)  -0.190
C (-1.655605, -2.244750, 4.449229)  -0.068
C (1.521361, -2.139883, 5.426403)  -0.429
O (2.202404, -2.261151, 6.440924)  0.046
C (1.713607, -0.942342, 4.534997)  -0.129
C (1.233925, 0.294197, 4.943259)  -0.016
C (1.487656, 1.410600, 4.162237)  -0.051
C (2.238660, 1.250571, 3.006078)  -0.128
N (2.723687, 0.078271, 2.619220)  0.097
C (2.454678, -0.988780, 3.357315)  -0.079
H (1.313485, -6.151432, 6.318348)  0.068
H (2.448943, -4.934853, 5.708401)  0.072
H (1.283091, -5.686975, 4.605858)  0.073
H (0.591051, -3.881518, 6.976877)  0.113
H (-0.586982, -4.574833, 5.850652)  0.112
H (-0.589040, -3.918216, 3.603623)  0.120
H (0.062100, -2.349004, 3.161349)  0.106
H (-2.132948, -2.817014, 5.249468)  0.067
H (-2.346220, -2.146580, 3.612697)  0.059
H (-1.444688, -1.238203, 4.812834)  0.070
H (0.678268, 0.378961, 5.869496)  0.120
H (1.119859, 2.382864, 4.462244)  0.090
H (2.477116, 2.093006, 2.364804)  0.088
H (2.881646, -1.922493, 3.002666)  0.127
C (0.941946, 5.162608, 2.455269)  -0.169
P (1.271160, 4.913800, 0.680150)  0.527
C (2.979169, 4.303491, 0.590419)  -0.159
C (1.297090, 6.590642, -0.011131)  -0.163
O (0.249132, 4.048224, 0.048560)  -0.742
H (1.668906, 5.829916, 2.918356)  0.049
H (0.966286, 4.189320, 2.946020)  0.025
H (-0.063342, 5.572704, 2.554692)  0.052
H (3.488417, 4.427604, 1.546602)  0.054
H (3.522233, 4.854550, -0.176803)  0.045
H (2.965448, 3.251700, 0.294887)  0.025
H (1.984483, 7.248962, 0.521168)  0.052
H (0.284751, 6.993365, 0.019766)  0.055
H (1.603597, 6.509309, -1.054023)  0.019

Atoms 1-3, force components in eV/Å:
-0.119 -1.548 -1.044
-0.078 -0.023 0.087
-0.035 0.059 0.030



Calculated total energy across the listed records, respectively: -14554.46762, -13557.84481 a.u..